[1]
16
Properties=species:S:1:pos:R:3:forces:R:3 method="wB97M-V/def2-TZVPD" de_lowest_ev=6.4930 total_energy_ha=-855.88603 lumo_ev=0.716
C -0.775 0.860 1.171 1.089 -3.129 1.116
C -0.505 -0.682 1.452 -1.127 1.592 -0.884
C -0.549 1.518 -0.097 -0.033 0.457 -0.797
C 0.005 -1.564 0.421 1.082 2.066 -3.807
C -0.123 0.933 -1.420 2.012 0.303 0.958
C 0.523 -0.401 -1.372 0.684 -2.049 5.378
O -1.829 1.331 0.421 -2.151 -0.272 -0.515
O 0.845 -1.060 1.356 1.980 0.360 1.433
O -0.539 -0.271 -2.069 -3.808 0.339 -2.694
S 2.041 -1.061 -1.848 1.380 -0.531 -0.458
H -0.628 1.425 2.057 0.381 0.529 0.838
H -0.963 -1.175 2.286 -0.636 0.335 0.525
H -0.233 2.552 0.005 0.245 0.078 -0.317
H 0.016 -2.652 0.338 -0.556 0.196 -0.310
H 0.264 1.709 -2.096 -0.161 -0.633 0.066
H 2.449 -1.461 -0.607 -0.381 0.359 -0.531


[2]
14
Properties=species:S:1:pos:R:3:forces:R:3 method="wB97M-V/def2-TZVPD" de_lowest_ev=5.2667 total_energy_ha=-2806.58999 lumo_ev="-0.816 / -3.335"
C 0.109 0.751 -0.442 -2.403 0.110 1.715
C 1.040 1.384 -1.162 0.452 0.643 -1.258
C -0.479 -1.654 0.661 -0.239 0.353 1.486
C -0.242 -0.784 1.996 3.118 -0.528 -2.102
C -1.267 0.749 -0.044 1.139 0.192 -0.816
C -0.424 -0.180 0.619 2.095 0.081 -0.092
Br 2.032 0.803 -4.435 -0.105 -0.008 0.289
H 2.130 1.286 -1.096 -0.574 -0.292 0.216
H 0.677 2.092 -1.921 0.254 -0.179 0.472
H 0.215 -2.371 0.190 0.089 0.819 0.699
H -1.484 -1.867 0.450 -1.294 -1.079 0.146
H -0.840 -0.492 2.808 -1.643 -0.316 0.506
H 0.818 -0.833 2.399 -1.170 0.025 -0.981
H -2.284 1.117 -0.022 0.279 0.180 -0.280